The following is a quantum chemistry calculation of 11 unconnected molecules or ions with the total composition C17H56O15 in a non-equilibrium geometry, from the Open Molecules 2025 dataset.

Structure (XYZ):
```
88
Properties=species:S:1:pos:R:3:forces:R:3
O -6.377015 0.875613 -3.121511 0.0 0.1 -0.4
C -5.118059 0.336330 -3.489587 0.3 -0.2 -0.5
C -3.951769 1.338157 -3.522060 -0.6 -0.2 0.0
O -3.421987 1.676306 -2.296272 0.2 0.4 1.2
H -6.466760 0.927899 -2.167117 0.3 0.0 0.0
H -4.941550 -0.590921 -2.939920 0.5 0.2 0.6
H -5.167612 -0.058771 -4.506637 -0.6 0.3 -0.3
H -4.307596 2.291629 -3.915602 -0.2 -0.2 -0.5
H -3.145015 0.941316 -4.144416 -0.1 -0.2 -0.5
H -3.173354 0.866521 -1.825320 0.2 -0.1 0.3
O 0.051586 1.452144 2.727737 -0.1 -0.5 0.0
C 1.387681 1.735200 3.106910 1.2 0.8 0.4
C 2.332340 0.519186 3.167431 -0.3 0.6 -0.6
O 2.231758 -0.192779 4.367609 -0.7 -0.4 1.0
H -0.410516 2.291150 2.658486 -0.2 -0.1 -0.1
H 1.777297 2.493135 2.425626 0.3 -0.4 -0.4
H 1.411217 2.272373 4.058259 -0.1 -0.4 0.5
H 3.372816 0.843629 3.116791 -0.1 0.4 -0.5
H 2.122804 -0.159140 2.337882 0.0 0.2 -0.3
H 2.684196 -1.028828 4.226147 0.0 -0.1 0.2
O -0.532039 -1.167290 3.257079 -0.2 -0.7 0.1
C -1.648529 -0.996597 4.104052 -0.8 0.8 0.3
C -1.167832 -0.508151 5.472748 -0.3 -0.2 -0.9
O -0.204061 -1.373261 5.999502 0.2 -0.2 0.3
H -0.272712 -0.259952 3.053559 0.2 0.1 -0.3
H -2.278758 -0.234624 3.637325 -0.2 0.3 0.2
H -2.310620 -1.860183 4.175940 0.6 -0.5 -0.1
H -1.998273 -0.440244 6.175097 0.1 0.2 0.0
H -0.711843 0.457862 5.243435 -0.1 0.4 0.5
H 0.572287 -1.230500 5.448049 0.2 -0.1 0.0
O -0.442193 -3.755730 2.356130 0.4 -1.5 0.2
C -0.446675 -3.285738 1.027703 -1.6 0.7 0.5
C -0.611538 -4.362254 -0.007228 1.2 -0.6 -0.4
O 0.581029 -5.173969 -0.009980 -0.5 -0.3 -0.3
H -0.446032 -2.971379 2.915535 0.1 0.2 0.0
H -1.369753 -2.700660 1.010621 0.3 0.8 -0.8
H 0.453099 -2.688813 0.877374 -0.1 0.1 -0.5
H -0.685809 -3.996642 -1.032907 0.3 0.8 0.1
H -1.529830 -4.952156 0.020333 0.0 -0.2 0.9
H 0.551620 -5.748436 0.759855 0.0 0.1 0.1
C 0.175959 1.479293 -0.832943 -0.4 0.1 -0.3
C 0.830237 0.152678 -0.553144 -0.3 0.0 0.4
O -0.027972 -0.906659 -0.986106 0.6 0.1 0.0
H -0.063891 1.559102 -1.894362 0.2 0.1 -0.1
H 0.794778 2.329172 -0.545755 -0.1 0.0 0.2
H -0.798260 1.510850 -0.344412 0.1 0.2 0.3
H 0.982491 0.008343 0.517446 0.2 0.1 0.0
H 1.789609 0.079637 -1.068531 0.1 -0.1 0.0
H 0.368252 -1.218052 -1.809035 -0.6 -0.3 -0.4
C -4.522603 0.212004 0.610078 -0.2 -0.5 0.5
C -3.152444 -0.405007 0.551656 0.8 0.0 0.1
O -2.632145 -0.373943 -0.754257 -0.7 0.0 -0.8
H -4.869254 0.090702 1.637803 -0.1 0.3 0.1
H -5.239636 -0.358433 0.018420 0.1 0.1 -0.3
H -4.530156 1.269012 0.347469 0.0 -0.1 -0.1
H -3.143107 -1.435862 0.911091 -0.3 -0.1 0.1
H -2.453710 0.143372 1.188937 -0.1 0.1 0.3
H -1.691744 -0.604890 -0.792137 0.3 -0.2 0.1
C 2.127415 -2.549101 -2.462894 0.9 -1.2 1.6
O 1.100018 -2.044195 -3.261700 0.0 0.3 -0.7
H 2.674150 -3.407539 -2.855598 -0.1 0.1 -0.5
H 2.885279 -1.819393 -2.175194 -0.2 0.5 -0.5
H 1.720697 -2.919576 -1.518717 -0.1 0.0 0.2
H 0.831240 -2.743312 -3.862457 -0.2 0.1 -0.1
C 4.699801 2.146530 1.069615 0.5 0.7 -1.1
O 3.374960 2.081056 0.590084 -0.9 0.0 0.4
H 5.209363 1.186265 0.985325 0.0 -0.1 0.5
H 5.247014 2.859930 0.448594 0.3 0.0 -0.1
H 4.716546 2.603813 2.057701 -0.2 -0.5 0.2
H 3.330844 1.766876 -0.315749 0.3 0.0 0.0
C -0.034099 0.709482 -5.065141 0.1 -1.0 -0.9
O -0.154038 1.381495 -6.321568 -0.6 0.3 0.4
H -0.887721 0.812337 -4.395131 0.2 0.7 0.2
H -0.069243 -0.357519 -5.293674 0.4 -0.1 0.1
H 0.943486 0.963161 -4.656719 -0.2 0.0 0.5
H -0.910095 1.968116 -6.239737 0.1 0.1 -0.3
C 1.273125 5.147220 -2.106344 0.9 0.1 0.4
O 0.980539 6.082532 -1.076182 -0.3 0.2 -0.1
H 0.713212 5.363398 -3.014546 -0.3 -0.1 0.3
H 2.333202 5.254373 -2.344865 0.1 -0.2 -0.4
H 1.131598 4.139020 -1.716554 -0.3 -0.1 -0.4
H 1.791787 6.184076 -0.573845 -0.1 0.1 0.1
C 4.180066 -1.547661 0.356878 -1.5 -0.4 0.3
O 5.100139 -1.677499 1.396086 1.0 0.1 0.1
H 4.118449 -0.562628 -0.109664 0.5 0.1 -0.1
H 4.261239 -2.335349 -0.393008 0.1 0.1 -0.1
H 3.220481 -1.687874 0.858705 -0.3 0.0 -0.4
H 5.882140 -2.110786 1.045420 0.2 0.1 0.2
```
Positions in Å, forces in eV/Å.

Structure (SMILES) ... OCCO.OCCO.OCCO.OCCO.CCO.CCO.CO.CO.CO.CO.CO
Highest occupied orbital energy ... -9.39 eV
Frontier orbital gap ... 9.5 eV
E ... -49244.433 eV

---

The following is a quantum chemistry calculation of C4H8N2O in the gas phase in a non-equilibrium geometry, from the Open Molecules 2025 dataset.

Structure (XYZ):
```
15
Properties=species:S:1:pos:R:3:forces:R:3
H 2.996847 1.013001 1.250634 0.3 -0.4 -0.1
N 2.139540 1.037757 0.721637 0.2 -0.3 0.0
C 1.694608 0.000151 0.140573 0.5 0.2 0.4
C 0.339829 0.173754 -0.445642 0.3 -0.4 0.7
N 0.033621 1.524249 -0.361134 0.5 -0.1 0.5
O -0.064171 -0.693530 -1.489477 0.1 0.3 -0.2
C -0.538825 -1.010774 -0.173857 -0.2 0.0 0.2
C -1.981126 -0.765563 0.151257 -0.1 0.1 0.0
H 2.155591 -0.983423 0.118376 0.2 0.0 0.0
H -0.654615 1.830003 -1.052721 0.9 0.4 0.6
H 1.003255 1.907762 0.188973 -2.6 0.1 -1.7
H -0.108747 -1.942726 0.214703 -0.1 0.3 -0.1
H -2.168481 0.313628 0.132792 -0.1 -0.2 0.0
H -2.199087 -1.136658 1.159476 0.0 0.1 -0.2
H -2.648238 -1.267630 -0.555590 0.1 0.0 0.1
```
Positions in Å, forces in eV/Å.

Structure (SMILES) ... [H]/N=C/[C@@]1(N)O[C@@H]1C
Highest occupied orbital energy ... -8.36 eV
Frontier orbital gap ... 9.3 eV
E ... -9302.990 eV

---

The following is a quantum chemistry calculation of C4H6N2O2 in the gas phase in a non-equilibrium geometry, from the Open Molecules 2025 dataset.

Structure (XYZ):
```
14
Properties=species:S:1:pos:R:3:forces:R:3
O 2.227721 -1.192214 0.061967 -1.9 1.8 -0.4
C 1.261876 -0.419896 -0.018149 0.7 -3.9 0.5
C 1.291054 1.029123 0.208513 2.1 -0.2 -0.6
N 0.107636 1.537489 -0.365016 -1.0 2.7 0.2
C -1.196129 1.076763 0.119752 -0.7 2.2 -0.2
C -1.326217 -0.372902 -0.054675 -0.4 -2.8 0.5
O -2.360579 -1.030038 0.109088 2.2 1.4 -0.7
N -0.046492 -1.001653 -0.216607 0.1 2.9 0.2
H 2.177558 1.430474 -0.395364 -1.1 -0.5 1.0
H 1.528777 1.190935 1.285462 -0.4 0.1 -0.3
H 0.199537 2.554516 -0.255062 -0.7 -0.5 -0.4
H -1.437216 1.232567 1.184916 0.5 0.1 0.2
H -1.999777 1.715096 -0.375863 0.9 -1.3 0.2
H -0.017525 -1.974961 -0.273817 -0.1 -1.8 -0.1
```
Positions in Å, forces in eV/Å.

Structure (SMILES) ... O=C1CNCC(=O)N1
Highest occupied orbital energy ... -9.93 eV
Frontier orbital gap ... 10.5 eV
E ... -11320.437 eV

---

The following is a quantum chemistry calculation of 3 unconnected molecules or ions with the total composition C6H10NO7S in a non-equilibrium geometry, from the Open Molecules 2025 dataset.

Structure (XYZ):
```
25
Properties=species:S:1:pos:R:3:forces:R:3
C -0.913341 3.737632 0.813618 0.4 0.1 1.0
C -0.595033 0.501690 0.428133 1.6 2.2 0.5
C 1.182008 -0.739801 2.838771 1.9 -2.3 -1.5
C 1.837745 -0.119152 -2.621116 -0.1 -0.7 1.8
C 1.163246 -0.766512 1.271376 0.5 -0.5 1.1
C 0.503165 -0.009075 -2.537727 0.8 -2.0 -1.4
N -0.395485 -1.018727 -2.597207 -0.9 1.9 0.0
O -0.779884 4.136023 -0.263278 -0.2 -0.1 -0.6
O -2.763658 -1.980009 -0.938679 0.5 0.3 0.4
O -1.017484 3.504565 1.947577 -0.4 0.2 -0.2
O 0.177225 1.488182 0.715450 -2.8 -2.2 -1.3
O -1.747664 0.451881 -0.137609 0.8 0.6 0.6
O -3.885243 -0.928376 0.911351 0.1 0.3 0.2
O -0.157429 -0.738216 0.754293 0.8 0.3 0.3
S -2.610382 -1.379675 0.392851 -1.6 -0.9 -0.8
H 0.640747 -1.618031 3.132699 -0.3 -0.6 0.4
H 2.197872 -0.806892 3.321345 -0.7 0.0 -0.9
H 0.718230 0.045658 3.287567 -1.4 2.6 0.8
H 2.378350 -0.851509 -1.987244 -0.1 0.2 -1.2
H 2.284150 0.765738 -2.980607 1.1 0.8 0.2
H 1.482784 -1.770756 0.953324 0.5 0.5 0.0
H 1.720002 0.069374 0.844239 0.2 -0.5 0.0
H -1.324234 -0.946364 -2.292296 -1.4 1.1 0.6
H 0.104066 0.906182 -2.787993 -1.2 2.0 -0.4
H -0.199752 -1.933840 -2.468835 1.8 -3.2 0.5
```
Positions in Å, forces in eV/Å.

Highest occupied orbital energy ... -4.86 eV
Frontier orbital gap ... 8.2 eV
E ... -33043.537 eV
Total charge ... -1

---

The following is a quantum chemistry calculation of C5H11N in the gas phase in a non-equilibrium geometry, from the Open Molecules 2025 dataset.

Structure (XYZ):
```
17
Properties=species:S:1:pos:R:3:forces:R:3
C 0.327115 -0.140341 -2.205278 -1.0 0.0 -0.9
C 0.387964 -0.469843 -0.919084 0.7 1.2 -1.1
C 0.388713 -1.921560 -0.517692 -0.7 -1.3 -0.1
C 0.499281 0.659953 0.079111 -0.3 -1.0 1.1
C -0.732735 0.658473 1.021285 1.6 -0.7 1.3
N -0.416135 1.644712 2.056915 -1.0 1.0 1.2
H 0.126853 -0.760275 -3.078447 0.4 -0.8 0.5
H 0.214173 0.872826 -2.542778 0.3 0.7 0.4
H -0.665405 -2.304631 -0.649963 1.2 0.1 0.2
H 0.770273 -2.324375 0.426675 -0.4 1.2 0.6
H 1.073064 -2.517515 -1.127184 -0.4 0.3 -0.8
H 0.625611 1.720731 -0.183565 0.0 -0.6 -1.1
H 1.434727 0.409914 0.622073 -0.7 0.3 0.5
H -1.724353 0.707015 0.529134 0.6 0.2 0.0
H -0.670036 -0.272704 1.632970 -0.5 0.2 -0.8
H -0.717644 2.617200 1.948207 0.2 -0.4 -0.9
H -0.921468 1.420420 2.907620 0.2 -0.3 0.1
```
Positions in Å, forces in eV/Å.

Structure (SMILES) ... C=C(C)CCN
Highest occupied orbital energy ... -9.14 eV
Frontier orbital gap ... 10.2 eV
E ... -6851.929 eV